[1]
Entry from the OMol25 dataset: one molecule with the formula C7H5BrP2 (ωB97M-V with the def2-TZVPD basis set).

Output
Spin multiplicity ... 1
Frontier orbital gap ... 0.2841 Ha

Structure (XYZ):
```
15
Properties=species:S:1:pos:R:3:mulliken_charge:R:1
Br -3.2907 -0.9347 5.9382 -0.1987
P -1.9776 -1.7497 4.2826 0.0912
C -2.0834 -0.4417 3.1138 -0.2435
C -1.5982 -0.4661 1.7297 -0.7007
C -0.5600 0.1032 1.1838 0.4109
C 0.2186 0.4296 0.1853 0.1624
C 1.2117 -0.4628 -0.4532 -0.4394
C 1.8443 0.1277 -1.4430 -0.4540
C 1.5799 1.5386 -1.5523 -0.1941
P 0.3861 2.1342 -0.4829 -0.1351
H -2.5454 0.4717 3.3683 0.3848
H -2.3064 -0.8311 0.9996 0.3674
H 0.9930 -1.5054 -0.2047 0.3370
H 2.7930 -0.1528 -1.9259 0.3367
H 2.0443 2.1542 -2.4463 0.2751
```

[2]
Entry from the OMol25 dataset: a 2-piece molecular cluster, C7H5ClF2O overall (ωB97M-V with the def2-TZVPD basis set).

Output
Spin multiplicity ... 1
Frontier orbital gap ... 0.3333 Ha

Structure (XYZ):
```
16
Properties=species:S:1:pos:R:3:mulliken_charge:R:1
O 0.9433 -1.8287 -0.7780 -0.3814
C 0.0970 -1.1343 -0.4176 0.6410
C -0.9915 -0.4360 -0.2276 0.5657
C -1.1461 0.9921 -0.5095 -0.7974
C -2.4187 1.3535 -0.1413 -0.6426
C -3.1049 0.2156 0.3954 -0.4227
C -2.2627 -0.8411 0.4333 -0.6422
H -0.3120 1.4337 -0.9913 0.4102
H -3.0058 2.2208 -0.1925 0.4506
H -4.0757 0.0854 0.7308 0.4936
H -2.3620 -1.9180 0.6972 0.3279
F 4.9107 0.0246 -0.4121 -0.2184
C 3.7549 -0.1459 0.2631 0.4780
F 4.1339 -0.1322 1.5539 -0.1911
Cl 2.6800 1.2044 -0.2291 -0.1462
H 3.1597 -1.0941 -0.1749 0.0750
```

[3]
Entry from the OMol25 dataset: one molecule with the formula C7H5ClF3OP (ωB97M-V with the def2-TZVPD basis set).

Output
Spin multiplicity ... 1
Frontier orbital gap ... 0.3765 Ha

Structure (XYZ):
```
18
Properties=species:S:1:pos:R:3:mulliken_charge:R:1
O -2.2262 2.0074 -0.4122 -0.6549
P -0.8282 1.7254 -0.5580 0.9545
Cl 0.3632 3.2472 -0.5562 -0.2218
C -0.0799 0.3573 0.4040 0.0137
C 1.2034 -0.0628 0.1565 -0.2167
C 1.6953 -1.1868 0.8918 -0.6047
C 0.8856 -1.8999 1.7466 -0.0807
C -0.4577 -1.5634 1.8930 -0.7318
C -0.9250 -0.4824 1.2115 -0.4445
C -0.6380 1.1367 -2.3300 0.6526
F -1.3150 0.0231 -2.4836 -0.2377
F -1.1794 2.1103 -3.1386 -0.2376
F 0.6134 0.9343 -2.6760 -0.2254
H 1.7769 0.3601 -0.5504 0.4991
H 2.7319 -1.6073 0.7449 0.2837
H 1.3947 -2.8101 2.1770 0.2741
H -1.1211 -2.1666 2.3755 0.4733
H -1.8940 -0.1226 1.1042 0.5048
```

[4]
Entry from the OMol25 dataset: an isolated ion of composition C7H5ClNOS and charge -1 (ωB97M-V with the def2-TZVPD basis set).

Output
Net charge ... -1
Spin multiplicity ... 1
Frontier orbital gap ... 0.2519 Ha

Structure (XYZ):
```
16
Properties=species:S:1:pos:R:3:mulliken_charge:R:1
O -2.1864 -1.8793 -0.5334 -0.6052
C -2.6880 -0.8312 -0.1629 0.2907
S -4.3008 -0.5045 0.1242 -0.5746
N -1.7869 0.2766 0.0631 -0.1144
Cl -2.4779 1.8595 0.1570 -0.1034
C -0.4101 0.1981 0.0368 0.5931
C 0.2408 -0.9804 0.4267 -0.2574
C 1.6170 -1.0610 0.4023 -0.5083
C 2.3902 0.0230 0.0173 -0.4322
C 1.7570 1.1986 -0.3470 -0.5081
C 0.3798 1.2899 -0.3411 -0.5013
H -0.3465 -1.8313 0.7274 0.3862
H 2.0956 -1.9842 0.7021 0.3256
H 3.4696 -0.0468 0.0052 0.3557
H 2.3423 2.0588 -0.6464 0.3279
H -0.0959 2.2141 -0.6312 0.3255
```

[5]
Entry from the OMol25 dataset: C7H5I2NO4 as an isolated structure (ωB97M-V with the def2-TZVPD basis set).

Output
Spin multiplicity ... 1
Frontier orbital gap ... 0.3151 Ha

Structure (XYZ):
```
19
Properties=species:S:1:pos:R:3:mulliken_charge:R:1
C -2.3755 0.2180 0.3816 -0.8386
C -1.7176 -1.1674 -0.0986 0.0541
I -3.0257 -2.5894 -1.1437 0.0628
C -0.3262 -1.4727 0.1689 -0.5526
I 0.3217 -3.4729 -0.5242 0.0908
C 0.7079 -0.5039 0.9339 0.3816
O 2.0012 -1.1879 0.6630 -0.2921
C 2.5197 -0.6093 -0.5722 0.4937
O 3.3161 -1.0950 -1.4128 -0.5093
O 1.9583 0.7147 -0.8662 -0.3580
C 1.1174 0.9192 0.3227 0.2421
N 0.1677 2.0741 0.3563 -0.4779
C 0.2482 2.6341 -0.8434 0.7870
O 0.2266 3.2686 -1.9310 -0.4678
H -2.0949 0.4714 1.4643 0.2703
H -3.5330 0.1276 0.3179 0.3643
H -2.0828 1.0331 -0.3813 0.1672
H 0.6396 -0.6344 2.0804 0.2891
H 1.9313 1.2720 1.0845 0.2934
```

[6]
Entry from the OMol25 dataset: a 2-piece molecular cluster, C7H5N2OS3 overall (ωB97M-V with the def2-TZVPD basis set).

Output
Net charge ... -1
Spin multiplicity ... 1
Frontier orbital gap (spin up / spin down) ... 0.2285 / 0.2284 Ha

Structure (XYZ):
```
18
Properties=species:S:1:pos:R:3:mulliken_charge:R:1
C -1.0984 -0.4741 -0.4923 -0.2269
C -2.3606 -0.9497 -0.2253 -0.4033
C 3.2922 -0.2524 -0.5569 -0.5580
C -1.0257 0.9143 -0.5407 -0.5750
C 4.0038 -0.5766 0.5480 -0.1969
C -3.3384 0.0475 -0.1042 0.5686
C 1.8640 0.5742 0.9031 0.2326
N 2.1165 0.3823 -0.3512 -0.3447
N -4.6089 -0.1918 0.0919 -0.3525
O -5.4713 0.7209 0.1645 -0.5095
S -2.5478 1.6605 -0.3386 -0.1209
S 3.1631 -0.0707 1.9762 -0.2034
S 0.5135 1.3247 1.5516 -0.3816
H -0.2242 -1.0886 -0.6196 0.4322
H -2.6153 -1.9910 -0.1391 0.3557
H 3.5893 -0.4533 -1.5739 0.3656
H -0.2057 1.4920 -0.9182 0.5399
H 4.9538 -1.0682 0.6247 0.3780
```

Which value of spin multiplicity does entry 1 give?
1